# 1
{"formula": "C16H31NP2SeZn", "method": "the ωB97M-V functional and the def2-TZVPD basis", "symbols": ["P", "P", "C", "C", "H", "H", "H", "H", "C", "H", "H", "H", "C", "H", "H", "H", "C", "H", "H", "H", "C", "H", "H", "H", "Zn", "C", "C", "C", "C", "C", "C", "C", "C", "C", "H", "H", "H", "H", "H", "H", "H", "H", "H", "H", "H", "H", "H", "H", "H", "Se", "C", "N"], "coordinates": [[0.597, -3.104, -1.768], [0.182, 2.890, -3.496], [-0.492, -1.616, -2.166], [0.250, -0.372, -2.562], [-1.032, -1.394, -1.242], [-1.264, -1.928, -2.891], [0.343, 0.352, -1.716], [1.239, -0.563, -3.040], [-0.939, 4.338, -3.340], [-1.336, 4.209, -2.322], [-1.808, 4.269, -4.005], [-0.469, 5.338, -3.451], [1.827, 3.608, -3.141], [2.108, 4.447, -3.806], [2.587, 2.810, -3.177], [1.782, 3.972, -2.094], [-0.098, -4.407, -2.817], [0.223, -5.388, -2.447], [0.257, -4.282, -3.857], [-1.200, -4.348, -2.800], [2.309, -2.746, -2.245], [2.505, -1.670, -2.254], [2.518, -3.171, -3.232], [2.980, -3.204, -1.504], [-0.861, 0.568, -4.021], [-0.108, 2.233, -5.539], [-1.522, 1.869, -5.435], [-2.310, 1.122, -6.479], [-1.722, -0.289, -6.714], [-1.122, -0.841, -5.438], [0.255, -0.908, -5.255], [1.312, -0.002, -5.811], [0.923, 1.416, -6.354], [0.410, -3.382, -0.001], [0.132, 3.301, -5.728], [-2.137, 2.543, -4.805], [-2.463, 1.669, -7.415], [-3.336, 0.993, -6.100], [-2.484, -1.013, -7.021], [-0.920, -0.227, -7.481], [-1.805, -1.510, -4.895], [0.656, -1.863, -4.885], [1.885, -0.554, -6.585], [2.073, 0.189, -5.028], [1.866, 1.987, -6.344], [0.711, 1.336, -7.439], [0.364, -2.398, 0.509], [1.276, -3.965, 0.344], [-0.522, -3.937, 0.199], [-0.863, 0.330, 1.217], [-1.268, 1.332, -0.225], [-1.491, 1.959, -1.213]], "nbo_charge": [1.50, 0.76, -0.72, -1.03, 0.29, 0.20, 0.26, 0.17, -0.97, 0.28, 0.24, 0.22, -0.97, 0.21, 0.23, 0.26, -0.96, 0.25, 0.26, 0.27, -0.97, 0.29, 0.25, 0.26, 1.50, -0.49, -0.70, -0.42, -0.43, -0.41, -0.20, -0.48, -0.42, -0.98, 0.21, 0.24, 0.19, 0.21, 0.22, 0.20, 0.22, 0.19, 0.22, 0.22, 0.22, 0.21, 0.32, 0.24, 0.27, -0.42, 0.04, -0.58], "largest_force_ev_per_a": 3.760, "gap_ha": 0.2290, "total_charge": 0}

***

# 2
{"formula": "C16H31O8Rb", "method": "the ωB97M-V functional and the def2-TZVPD basis", "symbols": ["Rb", "O", "C", "O", "O", "H", "C", "C", "O", "C", "H", "H", "H", "H", "H", "H", "C", "C", "O", "C", "H", "H", "H", "H", "H", "H", "C", "C", "O", "C", "H", "H", "H", "H", "H", "H", "C", "C", "O", "C", "H", "H", "H", "H", "H", "H", "C", "C", "O", "C", "H", "H", "H", "H", "H", "H"], "coordinates": [[5.641, 2.167, -1.122], [1.216, 1.105, 2.857], [2.271, 1.253, 2.026], [3.352, 1.644, 2.437], [2.132, 1.041, 0.786], [0.666, 0.599, 2.254], [2.462, 4.499, -3.954], [3.330, 4.761, -5.184], [4.374, 4.113, -5.382], [2.886, 5.987, -5.989], [2.259, 5.411, -3.392], [2.821, 3.637, -3.392], [1.466, 4.191, -4.270], [3.490, 6.100, -6.890], [3.050, 6.850, -5.342], [1.828, 5.863, -6.219], [-2.068, 4.263, -0.434], [-2.861, 4.856, -1.581], [-2.289, 5.120, -2.689], [-4.341, 5.203, -1.377], [-2.044, 5.037, 0.333], [-1.020, 4.039, -0.634], [-2.564, 3.369, -0.055], [-4.634, 4.944, -0.359], [-5.094, 4.610, -1.896], [-4.551, 6.261, -1.533], [-1.251, -6.509, 1.058], [-1.635, -5.153, 1.593], [-2.297, -5.074, 2.633], [-1.238, -3.897, 0.864], [-0.191, -6.688, 1.237], [-1.270, -6.462, -0.031], [-1.856, -7.376, 1.323], [-1.232, -4.016, -0.219], [-0.224, -3.615, 1.145], [-1.838, -3.008, 1.060], [0.219, -1.329, 7.477], [-0.232, -2.677, 7.973], [0.545, -3.572, 8.209], [-1.699, -2.901, 8.137], [0.256, -1.281, 6.389], [1.192, -1.057, 7.884], [-0.528, -0.550, 7.636], [-1.773, -3.987, 8.191], [-2.194, -2.597, 7.216], [-2.159, -2.617, 9.084], [-0.076, -4.111, -4.312], [1.077, -3.121, -4.317], [1.679, -2.857, -5.372], [1.430, -2.466, -2.986], [-0.326, -4.337, -3.275], [0.205, -5.089, -4.704], [-0.980, -3.676, -4.738], [0.829, -1.559, -2.915], [2.446, -2.072, -2.984], [1.343, -3.270, -2.255]], "nbo_charge": [1.00, -0.72, 0.93, -0.80, -0.89, 0.48, -0.73, 0.61, -0.57, -0.72, 0.24, 0.22, 0.25, 0.24, 0.24, 0.24, -0.71, 0.59, -0.56, -0.73, 0.23, 0.25, 0.23, 0.21, 0.25, 0.24, -0.71, 0.58, -0.54, -0.72, 0.24, 0.21, 0.24, 0.21, 0.25, 0.25, -0.73, 0.59, -0.54, -0.74, 0.25, 0.24, 0.22, 0.24, 0.23, 0.24, -0.72, 0.59, -0.55, -0.72, 0.21, 0.24, 0.25, 0.25, 0.23, 0.22], "largest_force_ev_per_a": 4.475, "gap_ha": 0.2031, "total_charge": 0}

***

# 3
{"formula": "C16H32AlB2O8", "method": "the ωB97M-V functional and the def2-TZVPD basis", "symbols": ["Al", "B", "H", "H", "H", "H", "B", "H", "H", "H", "H", "O", "C", "O", "C", "C", "C", "H", "H", "H", "H", "H", "H", "O", "C", "O", "C", "C", "C", "H", "H", "H", "H", "H", "H", "O", "C", "O", "C", "C", "C", "H", "H", "H", "H", "H", "H", "O", "C", "O", "C", "C", "C", "H", "H", "H", "H", "H", "H"], "coordinates": [[0.118, -0.065, 0.980], [-1.278, 2.245, 2.570], [-0.639, 1.351, 3.150], [-0.695, 3.266, 2.752], [-1.372, 1.816, 1.453], [-2.389, 2.513, 2.896], [-1.807, -0.338, 3.339], [-2.442, -0.318, 4.335], [-2.374, 0.389, 2.568], [-0.633, 0.106, 3.485], [-1.640, -1.445, 2.946], [1.848, 2.232, 1.096], [2.490, 3.240, 1.221], [3.270, 3.411, 2.307], [3.819, 4.710, 2.346], [3.644, 5.310, 0.932], [2.481, 4.499, 0.376], [4.861, 4.704, 2.658], [3.331, 5.403, 3.039], [4.585, 5.061, 0.436], [3.616, 6.395, 0.972], [2.601, 4.257, -0.680], [1.523, 5.020, 0.414], [0.897, -2.572, -0.161], [1.664, -3.365, -0.638], [2.970, -3.073, -0.728], [3.734, -3.948, -1.545], [2.674, -4.912, -2.142], [1.401, -4.681, -1.372], [4.457, -4.569, -1.013], [4.346, -3.499, -2.323], [2.983, -5.935, -1.930], [2.660, -4.761, -3.219], [1.154, -5.479, -0.671], [0.486, -4.533, -1.947], [-0.255, 1.974, -1.059], [-0.598, 2.647, -1.998], [-0.229, 2.355, -3.247], [-0.932, 3.191, -4.211], [-2.053, 3.848, -3.422], [-1.582, 3.811, -1.962], [-1.205, 2.635, -5.105], [-0.169, 3.871, -4.602], [-2.965, 3.290, -3.637], [-2.277, 4.885, -3.665], [-2.395, 3.595, -1.281], [-0.958, 4.695, -1.831], [-1.862, -2.118, 0.580], [-2.480, -3.145, 0.685], [-3.745, -3.129, 1.086], [-4.362, -4.448, 0.916], [-3.220, -5.366, 0.480], [-1.948, -4.554, 0.610], [-5.116, -4.351, 0.139], [-4.818, -4.699, 1.868], [-3.347, -5.637, -0.568], [-3.209, -6.269, 1.086], [-1.271, -4.667, -0.235], [-1.349, -4.850, 1.472]], "nbo_charge": [0.97, -0.41, 0.20, 0.13, 0.01, 0.07, -0.53, 0.06, 0.08, 0.16, 0.13, -0.61, 0.82, -0.47, -0.07, -0.43, -0.54, 0.20, 0.18, 0.21, 0.23, 0.25, 0.25, -0.61, 0.83, -0.48, -0.07, -0.44, -0.53, 0.19, 0.20, 0.22, 0.23, 0.25, 0.25, -0.61, 0.81, -0.47, -0.08, -0.44, -0.52, 0.21, 0.19, 0.22, 0.23, 0.25, 0.24, -0.61, 0.81, -0.47, -0.07, -0.44, -0.53, 0.20, 0.20, 0.22, 0.23, 0.24, 0.25], "largest_force_ev_per_a": 4.009, "gap_ha": 0.2029, "total_charge": 1}